1.
{
  "formula": "C4H6IN2",
  "method": "ωB97M-V/def2-TZVPD",
  "total_energy_ha": -562.7546,
  "homo_ev": -12.61,
  "homo_lumo_gap_ev": 8.56,
  "multiplicity": 1,
  "charge": 1,
  "species": ["H", "H", "C", "C", "N", "H", "I", "H", "H", "H", "C", "C", "N"],
  "xyz": [[0.323, -2.299, -0.014], [-0.085, -0.475, 1.503], [-1.683, 1.066, -0.253], [1.657, 2.301, 0.139], [-0.145, -1.591, -0.433], [0.116, -1.439, -1.340], [-3.189, -0.464, 0.005], [2.596, 2.746, 0.070], [-1.130, -1.669, -0.278], [1.213, -0.270, 0.388], [0.150, -0.440, 0.441], [0.602, 1.723, -0.127], [-0.424, 0.811, -0.100]]
}

=====

2.
{
  "formula": "C29H29BN8O6S3Zr",
  "method": "ωB97M-V/def2-TZVPD",
  "total_energy_ha": -3278.0593,
  "homo_ev": -14.05,
  "homo_lumo_gap_ev": 7.41,
  "multiplicity": 1,
  "charge": 2,
  "species": ["H", "N", "O", "N", "C", "N", "H", "C", "H", "S", "C", "H", "H", "H", "H", "O", "C", "C", "C", "O", "H", "H", "H", "C", "C", "H", "N", "C", "O", "C", "B", "N", "H", "C", "C", "H", "H", "C", "H", "C", "C", "C", "C", "C", "Zr", "N", "C", "C", "O", "H", "H", "H", "H", "C", "N", "H", "S", "C", "C", "H", "H", "H", "S", "C", "C", "H", "H", "O", "H", "C", "H", "C", "H", "C", "H", "N", "C"],
  "xyz": [[-0.764, -1.523, 2.559], [0.106, 4.603, 0.519], [-0.867, -1.077, 4.829], [-2.076, -1.228, 4.797], [-4.031, -1.748, 3.380], [-2.635, 1.056, -0.578], [-4.143, -2.423, 0.048], [-1.991, 4.069, 0.154], [3.259, 2.083, -0.604], [3.316, -1.396, -3.818], [4.041, 0.071, -3.220], [-4.688, -1.654, 4.233], [4.163, -1.611, -0.206], [1.164, -2.983, -3.195], [3.721, 0.434, 1.104], [-0.219, -1.594, 0.110], [2.885, -2.871, 0.974], [-0.015, 3.281, 0.699], [-3.990, 0.830, -0.716], [-1.840, -2.476, -1.113], [-3.044, 4.044, -0.064], [-1.280, 6.158, -0.019], [1.610, 5.418, 1.738], [-4.201, 0.371, -1.969], [-1.486, -2.060, -0.044], [-5.105, 0.082, -2.476], [1.210, -2.282, -2.474], [-4.522, -2.047, 2.120], [-2.833, -1.057, 5.717], [4.886, 2.355, -1.969], [-1.871, 1.516, 0.664], [-2.967, 0.308, -2.589], [2.140, 0.345, 3.043], [3.215, -4.128, 0.224], [3.469, -1.652, 0.625], [3.961, -4.703, 0.776], [-3.510, 0.174, -4.597], [-2.741, -0.214, -3.934], [0.386, -2.180, -1.895], [-1.820, -1.675, 2.403], [1.744, -1.752, 2.800], [-2.034, 0.725, -1.725], [3.354, 0.529, -2.101], [-2.666, -1.570, 3.484], [0.884, 0.029, 0.053], [-1.283, 2.930, 0.481], [-3.715, -2.183, 1.010], [5.146, 0.733, -3.733], [-6.661, -2.175, 2.948], [2.337, -4.762, 0.108], [-4.683, 1.021, 0.085], [-2.517, 1.390, 1.662], [1.575, -3.840, 2.367], [2.024, -2.898, 2.073], [2.277, -0.307, -1.708], [5.226, 3.258, -1.480], [1.293, 2.252, 1.215], [5.564, 1.887, -3.092], [2.321, -0.534, 2.438], [-0.894, 0.749, 0.756], [2.133, 4.933, 0.107], [1.096, -1.795, 3.668], [-0.324, 0.807, -2.049], [3.200, -0.487, 1.348], [1.330, 5.382, 0.687], [6.422, 2.426, -3.469], [-2.781, -1.302, -3.912], [-6.391, -2.306, 0.809], [1.144, 6.388, 0.326], [3.781, 1.688, -1.465], [-1.767, 0.113, -4.283], [-1.130, 5.111, 0.175], [5.666, 0.361, -4.605], [2.138, -1.325, -2.560], [3.626, -3.911, -0.761], [-5.987, -2.200, 1.948], [-2.346, -1.982, 1.160]]
}

=====

3.
{
  "formula": "C27H23AsFeN4O9S3",
  "method": "ωB97M-V/def2-TZVPD",
  "total_energy_ha": -6633.1378,
  "homo_ev": [-5.95, -5.95],
  "homo_lumo_gap_ev": [7.44, 7.12],
  "multiplicity": 2,
  "charge": -1,
  "species": ["H", "O", "C", "H", "C", "C", "C", "H", "H", "C", "H", "S", "H", "H", "S", "H", "H", "C", "O", "H", "O", "C", "H", "H", "H", "O", "C", "H", "N", "Fe", "C", "H", "O", "C", "H", "C", "O", "C", "S", "C", "C", "C", "C", "C", "C", "N", "N", "O", "O", "H", "C", "N", "C", "H", "C", "H", "C", "C", "H", "H", "O", "C", "C", "C", "C", "H", "As", "H"],
  "xyz": [[2.511, -5.069, -3.863], [3.976, -0.431, 0.094], [2.386, -2.541, -0.927], [-3.675, -0.270, 3.978], [-0.055, -0.508, -4.055], [1.329, -4.235, -2.287], [-0.331, -0.108, 4.449], [4.461, -0.406, 0.930], [3.646, 4.966, 3.021], [-2.618, -0.214, 3.761], [-3.414, -0.786, -3.764], [-1.443, 4.309, 0.891], [2.432, 2.010, 0.006], [-4.903, -0.676, -2.055], [-0.256, -3.292, -0.325], [1.904, 4.815, 2.677], [2.635, 6.217, 0.832], [-1.373, -0.676, -4.448], [-0.274, -4.469, 0.492], [-5.058, -0.395, 2.165], [-1.300, -3.161, -1.313], [2.997, 2.874, 0.351], [4.493, -3.675, -3.335], [1.381, 4.257, 0.032], [4.050, 2.745, 0.082], [1.372, 0.047, 0.052], [-2.988, -0.488, -1.045], [-1.621, -0.818, -5.491], [-0.742, -0.334, -1.795], [-0.485, -0.143, 0.200], [2.480, -4.363, -3.043], [0.755, -0.514, -4.770], [2.543, -1.699, 2.037], [-6.659, -0.650, -0.003], [4.161, 5.347, 0.676], [0.039, -0.106, 3.112], [-7.208, -0.619, 1.110], [-1.032, 2.818, 0.414], [2.942, 2.804, 2.167], [-5.107, -0.548, 0.052], [-3.072, -0.334, 1.280], [3.096, 5.231, 0.898], [3.543, -2.681, -1.696], [1.280, -3.330, -1.233], [-1.671, -0.153, 4.775], [-0.750, 1.736, 0.068], [-0.870, -0.140, 2.144], [-7.119, -0.732, -1.154], [1.585, 2.350, 2.597], [0.438, -0.070, 5.205], [2.909, 4.636, 2.291], [-2.386, -0.373, 0.140], [-2.183, -0.211, 2.453], [-1.987, -0.150, 5.811], [3.588, -3.583, -2.747], [2.712, 4.455, -1.111], [0.219, -0.330, -2.710], [-2.025, -0.493, -2.166], [0.451, -4.828, -2.505], [4.402, -2.067, -1.469], [-0.112, -2.056, 0.519], [-4.362, -0.581, -1.123], [2.466, 4.233, -0.071], [-2.376, -0.658, -3.493], [-4.452, -0.420, 1.270], [1.221, -0.173, -2.335], [2.430, -1.213, 0.488], [1.075, -0.082, 2.811]]
}

=====

4.
{
  "formula": "CH2BrNO4",
  "method": "ωB97M-V/def2-TZVPD",
  "total_energy_ha": -2968.8728,
  "homo_ev": -10.30,
  "smiles": "O=C(Br)ON(O)O",
  "homo_lumo_gap_ev": 10.38,
  "multiplicity": 1,
  "charge": 0,
  "species": ["O", "O", "H", "Br", "N", "C", "O", "H", "O"],
  "xyz": [[0.487, -0.279, -0.075], [1.845, 1.213, -1.229], [-1.157, -0.603, 1.800], [2.952, -0.546, 0.694], [-0.923, 0.358, 0.032], [1.578, 0.318, -0.525], [-1.123, 0.313, 1.400], [-1.943, -0.193, -1.527], [-1.715, -0.581, -0.570]]
}